No. 1
# C21H23FN2O2

An isolated molecule of C21H23FN2O2 (ωB97M-V/def2-TZVPD, OMol25).

CARTESIAN COORDINATES (ANGSTROEM)
O (-0.29618, -0.34220, -0.84495)
C (-1.03067, 0.09401, 0.01596)
N (-1.99595, -0.65043, 0.60165)
C (-2.35864, -1.95951, 0.10620)
C (-3.41058, -1.87162, -1.01430)
C (-4.61718, -1.11106, -0.54453)
C (-4.69514, 0.26454, -0.72943)
C (-5.77774, 0.98089, -0.25008)
C (-6.79792, 0.32946, 0.42198)
C (-6.72979, -1.04060, 0.61091)
C (-5.64485, -1.75453, 0.13362)
C (-0.90371, 1.50369, 0.59936)
C (0.04356, 1.43222, 1.80696)
C (1.46369, 1.08787, 1.36270)
N (1.87862, 1.93510, 0.26136)
C (2.92819, 1.65472, -0.54251)
O (3.28342, 2.39093, -1.44455)
C (3.64946, 0.37187, -0.25287)
C (4.89403, 0.38830, 0.36143)
C (5.59009, -0.79113, 0.56167)
C (5.02500, -1.97524, 0.12651)
F (5.69765, -3.13133, 0.32208)
C (3.79295, -2.01519, -0.50139)
C (3.10419, -0.83097, -0.69169)
C (1.00456, 3.03587, -0.07385)
C (-0.36745, 2.48530, -0.45990)
H (-2.67055, -0.19671, 1.19752)
H (-2.74260, -2.54934, 0.94194)
H (-1.44985, -2.42333, -0.28241)
H (-2.95891, -1.36654, -1.86931)
H (-3.68652, -2.88395, -1.31151)
H (-3.90332, 0.77515, -1.26022)
H (-5.82691, 2.04900, -0.40465)
H (-7.64493, 0.88680, 0.79338)
H (-7.52522, -1.55438, 1.13053)
H (-5.59676, -2.82415, 0.28178)
H (-1.88960, 1.82512, 0.94966)
H (-0.29984, 0.66739, 2.50645)
H (0.03095, 2.38951, 2.33032)
H (2.15552, 1.21197, 2.20762)
H (1.49870, 0.04012, 1.05313)
H (5.32072, 1.32768, 0.67920)
H (6.55714, -0.80047, 1.03921)
H (3.39096, -2.95892, -0.83477)
H (2.14035, -0.83630, -1.17975)
H (0.93356, 3.72997, 0.76973)
H (1.45745, 3.55854, -0.91830)
H (-0.25908, 1.94815, -1.40452)
H (-1.06344, 3.31079, -0.60955)

HOMO-LUMO gap: 9.46 eV
Maximum force: 0.83 eV/Å
SMILES: O=C(NCCc1ccccc1)C1CCN(C(=O)c2ccc(F)cc2)CC1
Highest occupied orbital energy: -8.91 eV
Spin multiplicity: 1
DFT total energy: -31944.3773 eV

=====

No. 2
# C21H23FN4O3S

An isolated molecule of C21H23FN4O3S in a non-equilibrium geometry (ωB97M-V/def2-TZVPD, OMol25).

CARTESIAN COORDINATES (ANGSTROEM)
C (2.24852, -1.58161, -3.59500)
C (3.15810, -0.40147, -3.27538)
C (3.86118, -0.48920, -1.90917)
C (4.69198, 0.77977, -1.68674)
C (4.76336, -1.71851, -1.81361)
N (2.88194, -0.59653, -0.82549)
C (1.91800, 0.28754, -0.55932)
O (1.70218, 1.31986, -1.15684)
C (1.07438, -0.02514, 0.71639)
C (1.27742, -1.36418, 1.33863)
C (1.09333, -2.64366, 0.89946)
C (1.46050, -3.48850, 1.97624)
C (1.84452, -2.67199, 2.99759)
C (2.33268, -2.96663, 4.36987)
O (1.73498, -1.37968, 2.61741)
N (-0.32486, 0.22530, 0.37655)
C (-0.82754, -0.41081, -0.70566)
O (-0.16722, -1.17180, -1.39049)
C (-2.26938, -0.19040, -0.97406)
C (-2.85172, -0.21636, -2.22230)
S (-4.52667, 0.00599, -2.03092)
N (-4.36213, 0.08954, -0.37901)
N (-3.17807, -0.02101, 0.00921)
C (-1.00577, 1.24933, 1.06685)
C (-1.14451, 1.17994, 2.44792)
C (-1.80500, 2.18750, 3.12738)
C (-2.33131, 3.27014, 2.44472)
C (-2.16521, 3.32900, 1.07270)
F (-2.65814, 4.38664, 0.39868)
C (-1.50018, 2.34481, 0.36862)
H (2.80496, -2.51431, -3.64929)
H (1.77286, -1.41966, -4.55963)
H (1.46791, -1.67260, -2.84530)
H (2.56092, 0.51066, -3.27973)
H (3.92659, -0.30742, -4.04552)
H (5.18624, 0.74369, -0.71815)
H (5.44696, 0.87514, -2.46207)
H (4.04586, 1.65219, -1.71574)
H (5.30863, -1.71357, -0.87170)
H (5.48355, -1.71525, -2.62712)
H (4.18032, -2.63397, -1.87137)
H (2.87012, -1.46464, -0.31153)
H (1.36542, 0.73149, 1.45428)
H (0.73330, -2.93742, -0.06488)
H (1.43897, -4.55881, 1.98476)
H (3.31207, -2.51745, 4.52966)
H (1.65073, -2.55553, 5.11344)
H (2.40441, -4.04078, 4.50946)
H (-2.37666, -0.34129, -3.17241)
H (-0.74602, 0.33063, 2.98078)
H (-1.91886, 2.12585, 4.19859)
H (-2.85707, 4.06047, 2.95560)
H (-1.35705, 2.43412, -0.69668)

HOMO-LUMO gap: 8.70 eV
Maximum force: 1.68 eV/Å
SMILES: CCC(C)(C)NC(=O)[C@H](c1ccc(C)o1)N(C(=O)c1csnn1)c1cccc(F)c1
Highest occupied orbital energy: -8.55 eV
Spin multiplicity: 1
DFT total energy: -47805.8550 eV

=====

No. 3
# C21H23FeN2

A structure of composition C21H23FeN2 in a non-equilibrium geometry (ωB97M-V/def2-TZVPD, OMol25).

CARTESIAN COORDINATES (ANGSTROEM)
C (4.21211, -0.14102, 2.13621)
C (3.19171, -0.39701, 3.14018)
C (2.15611, -1.21788, 2.53283)
C (2.53543, -1.46992, 1.14951)
C (3.80830, -0.80212, 0.90570)
Fe (2.43079, 0.46308, 1.52919)
C (2.74450, 2.11204, 0.49194)
C (2.22314, 2.41790, 1.81287)
C (0.97810, 1.70814, 1.98506)
C (0.65445, 1.02090, 0.72143)
C (-0.51312, 0.28767, 0.39246)
C (-1.78347, 0.42251, 1.00175)
C (-2.67628, -0.68503, 0.92768)
C (-3.95468, -0.60766, 1.45566)
C (-4.41104, 0.58283, 2.04552)
C (-3.55381, 1.69320, 2.11784)
C (-2.25256, 1.62642, 1.62846)
C (1.82556, 1.20411, -0.16126)
H (5.15162, 0.38284, 2.30165)
H (3.23859, -0.10256, 4.18632)
H (1.29316, -1.64087, 3.04300)
H (2.00414, -2.11349, 0.45101)
H (4.38886, -0.85127, -0.01380)
H (3.65250, 2.52202, 0.05850)
H (2.67217, 3.10270, 2.52755)
H (0.28666, 1.73586, 2.82280)
H (-0.42762, -0.39513, -0.45889)
H (-2.30691, -1.59423, 0.44445)
H (-4.60374, -1.48166, 1.41187)
H (-5.42559, 0.64052, 2.44356)
H (-3.90928, 2.62079, 2.56844)
H (-1.58629, 2.49312, 1.67988)
H (1.85470, 0.79671, -1.16977)
C (-0.62762, -2.94955, -2.47223)
C (-0.93694, -1.58073, -2.98932)
N (-1.39793, -0.57506, -2.30315)
C (-1.53096, 0.58129, -3.20001)
C (-1.06658, 0.10424, -4.57330)
N (-0.72539, -1.27929, -4.29438)
H (-0.19320, -3.56574, -3.26505)
H (0.08284, -2.86771, -1.63876)
H (-1.54578, -3.42395, -2.10403)
H (-2.57322, 0.92080, -3.25505)
H (-0.90877, 1.40954, -2.83440)
H (-1.87172, 0.17695, -5.30824)
H (-0.19264, 0.67425, -4.89868)
H (-0.41031, -1.95851, -4.97300)

Total charge: -1
HOMO-LUMO gap (spin up / spin down): 3.52 / 5.30 eV
Maximum force: 2.35 eV/Å
Highest occupied orbital energy (spin up / spin down): -0.80 / -2.58 eV
Spin multiplicity: 5
DFT total energy: -59512.3733 eV

=====

No. 4
# C21H23N2O13P2S2Tc

A structure of composition C21H23N2O13P2S2Tc in a non-equilibrium geometry (ωB97M-V/def2-TZVPD, OMol25).

CARTESIAN COORDINATES (ANGSTROEM)
Tc (0.72491, -1.12617, -0.71839)
O (4.54891, -1.38289, 0.66673)
P (3.28150, -1.28579, -0.23075)
O (2.36705, -2.50672, -0.44221)
O (2.36373, -0.11240, 0.09471)
O (3.89650, -1.00365, -1.70224)
P (2.93053, -1.27846, -2.99360)
O (2.86113, -2.86341, -3.09557)
O (3.43725, -0.66339, -4.20915)
O (1.51367, -0.77864, -2.48282)
H (4.39972, -0.96844, 1.53540)
H (2.67840, -3.23486, -2.21003)
O (1.68053, 1.98303, 3.46838)
S (2.27600, 0.60247, 3.33095)
O (3.50913, 0.39102, 4.14731)
O (-0.38609, 0.85594, 1.66485)
C (0.92837, -0.34824, 4.21806)
C (0.37295, 0.26029, 5.33027)
C (-0.78029, -0.24170, 5.92123)
C (-1.40829, -1.36041, 5.38270)
C (-0.86701, -1.97315, 4.26586)
C (0.29279, -1.46767, 3.69337)
S (0.90854, -2.39347, 2.31545)
O (0.41738, -3.74184, 2.43137)
O (2.33130, -2.23655, 2.24467)
O (0.19403, -1.75372, 1.10320)
H (0.85414, 1.15428, 5.71484)
H (-1.19979, 0.24845, 6.79413)
H (-2.31314, -1.75454, 5.83167)
H (-1.33211, -2.85190, 3.83218)
C (-1.24766, 1.80593, -4.67153)
C (-0.04368, 1.58804, -3.74794)
C (-0.18779, 2.34237, -2.44114)
C (-0.01202, 3.72464, -2.47562)
C (-0.19493, 4.50314, -1.34976)
C (-0.56544, 3.89688, -0.15852)
C (-0.73793, 2.52569, -0.07237)
C (-1.17895, 1.94971, 1.26384)
C (-2.62944, 1.48632, 1.24442)
C (-0.52947, 1.74773, -1.22052)
N (-0.71383, 0.29944, -1.19302)
C (-1.77932, -0.18224, -1.76804)
C (-1.84292, -1.57109, -1.97636)
C (-2.70600, -2.46804, -2.58898)
C (-2.06967, -3.71992, -2.54942)
C (-0.84103, -3.53747, -1.92002)
N (-0.70784, -2.24387, -1.57347)
H (-1.07123, 1.33689, -5.64208)
H (-1.43501, 2.86876, -4.83511)
H (-2.15941, 1.36810, -4.25319)
H (0.85765, 1.94397, -4.25000)
H (0.10175, 0.52950, -3.57840)
H (0.27994, 4.18350, -3.41562)
H (-0.05183, 5.57611, -1.39742)
H (-0.71026, 4.49306, 0.73523)
H (-1.09213, 2.74898, 2.00428)
H (0.49269, 1.19640, 1.92876)
H (-3.28769, 2.29643, 0.92448)
H (-2.91540, 1.16432, 2.24658)
H (-2.75351, 0.63378, 0.57357)
H (-2.55957, 0.49838, -2.09188)
H (-3.67232, -2.23559, -3.01394)
H (-2.44461, -4.65219, -2.94099)
H (-0.07288, -4.26513, -1.69835)

Total charge: -1
HOMO-LUMO gap (spin up / spin down): 4.50 / 4.67 eV
Maximum force: 1.49 eV/Å
Highest occupied orbital energy (spin up / spin down): -4.46 / -4.46 eV
Spin multiplicity: 2
DFT total energy: -94204.4359 eV